Record 1
The following is a quantum chemistry calculation of 2 unconnected molecules or ions with the total composition C9H14, from the OMol25 dataset.

LUMO level, hartree: 0.0382
Energy relative to the best compared isomer or geometry (same formula, charge and spin), eV: 0.351
Maximum force, eV Å⁻¹: 1.8
Spin multiplicity: 1
Net charge: 0
SMILES: Cc1ccccc1.CC

Each line ends with the Löwdin charge.
Atoms and positions in Å:
C 1.9160 -1.5087 1.4505  -0.0496
C 1.3139 -0.2005 1.0043  -0.2868
C 0.8801 0.7236 1.9438  -0.0591
C 0.3839 1.9733 1.5546  -0.0864
C 0.4108 2.3249 0.2139  -0.1016
C 0.8167 1.3962 -0.7370  -0.1010
C 1.2818 0.1494 -0.3429  -0.0655
H 2.7243 -1.7963 0.7864  0.0750
H 1.1851 -2.3139 1.4469  0.0776
H 2.2621 -1.4430 2.4738  0.0716
H 0.9232 0.5819 3.0194  0.1083
H 0.0055 2.6003 2.3531  0.0995
H 0.2461 3.3587 -0.0698  0.0999
H 0.6255 1.6620 -1.7706  0.1022
H 1.7253 -0.5227 -1.0673  0.1114
C -1.8398 -0.4739 -2.1495  -0.1733
C -2.2878 -1.2748 -0.9184  -0.1620
H -0.8594 -0.7969 -2.4588  0.0514
H -2.5361 -0.6160 -2.9869  0.0600
H -1.9714 0.5881 -1.9340  0.0593
H -3.3381 -1.1338 -0.6559  0.0605
H -1.6801 -0.9320 -0.0789  0.0505
H -2.1880 -2.3459 -1.0766  0.0581

***

Record 2
The following is a quantum chemistry calculation of 2 unconnected molecules or ions with the total composition C9H14, from the OMol25 dataset.

LUMO level, hartree: 0.0351
Energy relative to the best compared isomer or geometry (same formula, charge and spin), eV: 1.446
Maximum force, eV Å⁻¹: 2.7
Spin multiplicity: 1
Net charge: 0
SMILES: Cc1ccccc1.CC

Each line ends with the Löwdin charge.
Atoms and positions in Å:
C -0.7831 0.9709 2.4098  -0.0741
C -0.4258 -0.1054 1.4817  -0.3101
C 0.7524 -0.8295 1.6201  -0.0371
C 1.0065 -1.8073 0.6351  -0.0999
C -0.0508 -2.3866 -0.0413  -0.0987
C -1.2149 -1.6160 -0.3015  -0.0768
C -1.3484 -0.5415 0.5216  -0.0852
H -0.3447 1.8787 1.9564  0.0884
H -0.5198 0.9597 3.4745  0.0850
H -1.8542 1.2372 2.4202  0.0780
H 1.5317 -0.6939 2.3613  0.1099
H 1.9566 -2.3117 0.6227  0.0923
H 0.1813 -3.4276 -0.3375  0.1076
H -1.9324 -1.8934 -1.0771  0.1061
H -2.2614 0.0758 0.5566  0.1144
C 0.9818 1.8999 -3.2784  -0.1789
C 0.7380 2.7659 -2.0487  -0.1707
H 0.1643 1.3020 -3.7002  0.0645
H 1.3063 2.5490 -4.1203  0.0692
H 1.7940 1.2519 -3.1308  0.0333
H 0.5416 3.8165 -2.2236  0.0515
H -0.2020 2.5209 -1.5378  0.0537
H 1.6336 2.5764 -1.4026  0.0779

***

Record 3
The following is a quantum chemistry calculation of 2 unconnected molecules or ions with the total composition C9H14, from the OMol25 dataset.

LUMO level, hartree: 0.0377
Energy relative to the best compared isomer or geometry (same formula, charge and spin), eV: 0.474
Maximum force, eV Å⁻¹: 1.7
Spin multiplicity: 1
Net charge: 0
SMILES: Cc1ccccc1.CC

Each line ends with the Löwdin charge.
Atoms and positions in Å:
C -0.5099 -1.4991 2.3411  -0.0606
C -0.8322 -1.2689 0.8931  -0.2846
C -0.6926 -0.0324 0.3023  -0.0663
C -0.8704 0.1203 -1.0760  -0.0825
C -1.2280 -0.9700 -1.8313  -0.0973
C -1.5304 -2.1863 -1.2198  -0.0897
C -1.2517 -2.3641 0.1206  -0.0532
H -0.0918 -2.4667 2.6291  0.0765
H -1.3609 -1.4008 3.0146  0.0804
H 0.3107 -0.8229 2.6076  0.0755
H -0.4268 0.7540 1.0024  0.1085
H -0.7974 1.0984 -1.5203  0.0861
H -1.3173 -0.9096 -2.9086  0.1005
H -1.9807 -3.0085 -1.7638  0.1013
H -1.5397 -3.2874 0.6067  0.1092
C 2.2505 1.6626 -0.3021  -0.1536
C 1.3440 2.8739 -0.5223  -0.1726
H 3.1239 2.0105 0.2225  0.0583
H 1.7916 0.9474 0.3758  0.0375
H 2.3990 1.1592 -1.2450  0.0658
H 0.7883 3.1365 0.3797  0.0622
H 0.5354 2.7050 -1.2343  0.0383
H 1.8865 3.7490 -0.8719  0.0603

***

Record 4
The following is a quantum chemistry calculation of 2 unconnected molecules or ions with the total composition C9H14, from the OMol25 dataset.

LUMO level, hartree: 0.0379
Energy relative to the best compared isomer or geometry (same formula, charge and spin), eV: 1.100
Maximum force, eV Å⁻¹: 3.3
Spin multiplicity: 1
Net charge: 0
SMILES: Cc1ccccc1.CC

Each line ends with the Löwdin charge.
Atoms and positions in Å:
C 2.2077 -0.5619 -1.2818  -0.0657
C 0.7983 -1.0542 -1.0718  -0.2742
C 0.5986 -2.1609 -0.1287  -0.0265
C -0.6861 -2.3322 0.2858  -0.1072
C -1.7389 -1.6248 -0.3091  -0.1348
C -1.6083 -0.7080 -1.3059  -0.0817
C -0.2485 -0.3726 -1.6454  -0.0707
H 2.6783 -0.9419 -2.1809  0.0734
H 2.7988 -0.7539 -0.3756  0.0774
H 2.2258 0.5282 -1.4285  0.0776
H 1.5158 -2.6110 0.2375  0.1060
H -1.0044 -3.0591 1.0202  0.1003
H -2.7598 -1.9267 -0.0684  0.1028
H -2.4035 -0.1962 -1.8368  0.1036
H -0.0672 0.4719 -2.2943  0.1058
C 0.1749 2.5485 2.0633  -0.1587
C -0.6403 1.7414 1.0618  -0.1752
H -0.3648 2.6379 2.9954  0.0575
H 1.2217 2.2541 2.1572  0.0596
H 0.3421 3.5521 1.6649  0.0592
H -0.6566 2.2338 0.0972  0.0598
H -1.7169 1.6813 1.3250  0.0700
H -0.6667 0.6540 1.0189  0.0419

***

Record 5
The following is a quantum chemistry calculation of 2 unconnected molecules or ions with the total composition C9H14, from the OMol25 dataset.

LUMO level, hartree: 0.0376
Energy relative to the best compared isomer or geometry (same formula, charge and spin), eV: 0.233
Maximum force, eV Å⁻¹: 1.2
Spin multiplicity: 1
Net charge: 0
SMILES: Cc1ccccc1.CC

Each line ends with the Löwdin charge.
Atoms and positions in Å:
C 1.3854 2.0404 -0.7947  -0.0566
C -0.0403 1.6303 -0.5011  -0.2801
C -0.8207 2.4282 0.3257  -0.0541
C -2.1742 2.1322 0.5118  -0.0911
C -2.7320 1.0103 -0.0766  -0.1001
C -1.9213 0.1958 -0.8667  -0.0931
C -0.5819 0.4802 -1.0716  -0.0564
H 2.0786 1.7334 -0.0022  0.0803
H 1.5615 3.1034 -0.9355  0.0729
H 1.6968 1.5732 -1.7343  0.0732
H -0.4823 3.3369 0.8014  0.1078
H -2.7693 2.7885 1.1312  0.0978
H -3.7978 0.8104 -0.0713  0.0993
H -2.4135 -0.6596 -1.3079  0.0983
H 0.0360 -0.1536 -1.6886  0.1031
C 1.4409 -3.0974 0.0969  -0.1747
C 1.3234 -2.5039 1.5055  -0.1635
H 1.5898 -2.3430 -0.6707  0.0457
H 2.2365 -3.8352 -0.0204  0.0586
H 0.5128 -3.6043 -0.1816  0.0592
H 0.3048 -2.1466 1.6818  0.0608
H 2.0027 -1.6637 1.6130  0.0543
H 1.5638 -3.2560 2.2556  0.0582

***

Record 6
The following is a quantum chemistry calculation of 2 unconnected molecules or ions with the total composition C9H14, from the OMol25 dataset.

LUMO level, hartree: 0.0379
Energy relative to the best compared isomer or geometry (same formula, charge and spin), eV: 0.555
Maximum force, eV Å⁻¹: 1.6
Spin multiplicity: 1
Net charge: 0
SMILES: Cc1ccccc1.CC

Each line ends with the Löwdin charge.
Atoms and positions in Å:
C -0.1022 -1.0893 -2.3159  -0.0570
C 0.2151 0.2521 -1.7307  -0.2923
C 1.4841 0.8051 -1.8337  -0.0607
C 1.9005 1.8357 -0.9924  -0.0828
C 0.9718 2.3895 -0.1309  -0.1109
C -0.3130 1.9035 -0.0420  -0.0895
C -0.7030 0.8221 -0.8306  -0.0575
H 0.1656 -1.3109 -3.3449  0.0765
H -1.1402 -1.3778 -2.1614  0.0703
H 0.4594 -1.7806 -1.6728  0.0883
H 2.0701 0.4959 -2.6954  0.1110
H 2.9118 2.2043 -1.0786  0.1003
H 1.3526 3.1616 0.5300  0.1014
H -1.0354 2.3022 0.6519  0.1005
H -1.5851 0.2035 -0.7343  0.0974
C -1.5661 -1.3694 2.2187  -0.1761
C -0.0411 -1.2996 2.3504  -0.1528
H -2.0281 -0.4875 2.6629  0.0584
H -2.0010 -1.4866 1.2257  0.0485
H -1.9676 -2.2223 2.7780  0.0589
H 0.3505 -0.7678 1.4847  0.0464
H 0.3968 -2.2985 2.3380  0.0589
H 0.2045 -0.8854 3.3234  0.0626

***

Record 7
The following is a quantum chemistry calculation of 2 unconnected molecules or ions with the total composition C9H14, from the OMol25 dataset.

LUMO level, hartree: 0.0383
Energy relative to the best compared isomer or geometry (same formula, charge and spin), eV: 0.270
Maximum force, eV Å⁻¹: 1.2
Spin multiplicity: 1
Net charge: 0
SMILES: Cc1ccccc1.CC

Each line ends with the Löwdin charge.
Atoms and positions in Å:
C -0.3037 1.8718 -1.4950  -0.0603
C 0.6852 0.8269 -1.0750  -0.2899
C 1.3821 0.0807 -2.0093  -0.0483
C 2.3352 -0.8307 -1.5652  -0.0919
C 2.6063 -0.9490 -0.2148  -0.1031
C 1.8794 -0.2371 0.7379  -0.0792
C 0.9099 0.6329 0.2840  -0.0742
H 0.0065 2.8455 -1.1130  0.0828
H -1.3642 1.7195 -1.2729  0.0712
H -0.3996 1.9918 -2.5778  0.0733
H 1.1857 0.2037 -3.0678  0.1092
H 2.8689 -1.4645 -2.2557  0.0983
H 3.3412 -1.7096 0.0307  0.0993
H 2.1565 -0.3572 1.7733  0.1009
H 0.3321 1.1885 1.0047  0.1081
C -2.0225 -1.0561 2.2512  -0.1678
C -2.4084 -0.3496 0.9447  -0.1704
H -2.7349 -0.8470 3.0365  0.0562
H -1.9687 -2.1346 2.1036  0.0635
H -1.0333 -0.7769 2.5924  0.0465
H -2.3002 0.7305 1.0382  0.0572
H -1.7421 -0.6699 0.1412  0.0547
H -3.4114 -0.7098 0.7083  0.0640

***

Record 8
The following is a quantum chemistry calculation of 2 unconnected molecules or ions with the total composition C9H14, from the OMol25 dataset.

LUMO level, hartree: 0.0379
Energy relative to the best compared isomer or geometry (same formula, charge and spin), eV: 1.011
Maximum force, eV Å⁻¹: 2.9
Spin multiplicity: 1
Net charge: 0
SMILES: Cc1ccccc1.CC

Each line ends with the Löwdin charge.
Atoms and positions in Å:
C 1.7247 0.2099 -1.8208  -0.0592
C 1.7048 0.3835 -0.3305  -0.2814
C 1.1015 -0.5357 0.5236  -0.0569
C 0.7838 -0.1617 1.8383  -0.1032
C 0.9753 1.1239 2.2954  -0.1111
C 1.6108 2.0410 1.4609  -0.0867
C 2.1027 1.6033 0.2333  -0.0559
H 0.9318 -0.4092 -2.2440  0.0749
H 2.7191 -0.1842 -2.0987  0.0842
H 1.7900 1.0853 -2.4641  0.0723
H 0.8256 -1.5417 0.1973  0.1130
H 0.3995 -0.8681 2.5390  0.0909
H 0.5607 1.4279 3.2819  0.1125
H 1.6962 3.0720 1.7894  0.1005
H 2.6978 2.2714 -0.3674  0.1046
C -2.5050 -0.5484 -0.9061  -0.1919
C -2.8602 -1.8300 -0.2260  -0.1874
H -3.2984 0.0753 -1.3355  0.0630
H -1.8030 0.1685 -0.4797  0.0565
H -2.1570 -0.8426 -1.9155  0.0644
H -2.1918 -2.7062 -0.3038  0.0675
H -3.8700 -2.1193 -0.5400  0.0647
H -2.9390 -1.7150 0.8731  0.0645

***

Record 9
The following is a quantum chemistry calculation of 2 unconnected molecules or ions with the total composition C9H14, from the OMol25 dataset.

LUMO level, hartree: 0.0343
Energy relative to the best compared isomer or geometry (same formula, charge and spin), eV: 0.575
Maximum force, eV Å⁻¹: 1.1
Spin multiplicity: 1
Net charge: 0
SMILES: Cc1ccccc1.CC

Each line ends with the Löwdin charge.
Atoms and positions in Å:
C 0.6319 0.4605 -1.6853  -0.0538
C 0.9832 -0.6251 -0.7141  -0.2831
C 1.2317 -0.2740 0.6294  -0.0609
C 1.2374 -1.2198 1.6288  -0.0897
C 1.3100 -2.5694 1.2759  -0.1034
C 1.3144 -2.9171 -0.0517  -0.0945
C 1.0331 -1.9603 -1.0442  -0.0562
H 1.5061 1.0240 -2.0178  0.0844
H -0.0205 1.1914 -1.2110  0.0599
H 0.0576 0.1451 -2.5514  0.0762
H 1.2913 0.7836 0.8539  0.1085
H 1.0386 -0.8655 2.6372  0.1043
H 1.3897 -3.3444 2.0248  0.0987
H 1.5236 -3.9324 -0.3579  0.0991
H 0.6058 -2.3183 -1.9760  0.1104
C -3.0321 3.7588 0.8138  -0.1699
C -2.9998 3.0603 -0.5585  -0.1728
H -2.8181 4.8205 0.6743  0.0603
H -3.9386 3.5305 1.3692  0.0585
H -2.2036 3.3672 1.4160  0.0580
H -3.3106 2.0272 -0.4317  0.0563
H -1.9767 3.0551 -0.9399  0.0499
H -3.6872 3.5192 -1.2720  0.0599

***

Record 10
The following is a quantum chemistry calculation of 2 unconnected molecules or ions with the total composition C9H14, from the OMol25 dataset.

LUMO level, hartree: 0.0371
Energy relative to the best compared isomer or geometry (same formula, charge and spin), eV: 1.478
Maximum force, eV Å⁻¹: 3.9
Spin multiplicity: 1
Net charge: 0
SMILES: Cc1ccccc1.CC

Each line ends with the Löwdin charge.
Atoms and positions in Å:
C 1.7576 -0.7134 -1.0617  -0.0927
C 0.7587 -0.6001 0.0962  -0.2744
C 0.4937 0.6044 0.7534  -0.0834
C -0.3219 0.7033 1.9329  -0.0805
C -0.8960 -0.4413 2.4838  -0.0911
C -0.8556 -1.6616 1.7591  -0.0856
C 0.0399 -1.7601 0.6858  -0.0324
H 2.3168 -1.7065 -1.0407  0.0855
H 2.5948 0.0253 -1.0058  0.0811
H 1.3814 -0.7267 -2.1552  0.0932
H 0.9217 1.5413 0.1746  0.1411
H -0.4069 1.6363 2.4214  0.0806
H -1.5587 -0.3421 3.3329  0.0945
H -1.3114 -2.5121 2.1285  0.0701
H 0.1219 -2.7493 0.2268  0.0991
C 0.0834 1.7969 -2.8093  -0.1903
C -1.1861 1.3432 -2.1064  -0.1954
H 0.9123 1.3279 -2.2234  0.0221
H 0.2993 1.4014 -3.8189  0.0695
H 0.2508 2.8705 -2.8485  0.0594
H -1.1255 0.4573 -1.3972  0.0487
H -1.5902 2.1433 -1.3551  0.0897
H -2.0489 1.0060 -2.8426  0.0912

***

Record 11
The following is a quantum chemistry calculation of 2 unconnected molecules or ions with the total composition C9H14, from the OMol25 dataset.

LUMO level, hartree: 0.0362
Energy relative to the best compared isomer or geometry (same formula, charge and spin), eV: 2.625
Maximum force, eV Å⁻¹: 4.1
Spin multiplicity: 1
Net charge: 0
SMILES: Cc1ccccc1.CC

Each line ends with the Löwdin charge.
Atoms and positions in Å:
C 2.0772 -0.8298 0.2350  -0.0856
C 0.9206 -1.5370 0.7197  -0.3057
C 0.7786 -1.3930 2.1549  -0.0498
C -0.5677 -1.3787 2.5140  -0.1178
C -1.6647 -1.6889 1.6791  -0.1212
C -1.4997 -2.0794 0.3631  -0.0777
C -0.1614 -2.0091 -0.0673  -0.0549
H 2.8173 -0.6974 1.0943  0.1023
H 1.7588 0.1239 -0.3226  0.0975
H 2.6453 -1.4305 -0.4346  0.0616
H 1.5957 -1.1634 2.9082  0.1268
H -0.7144 -0.7453 3.4697  0.1251
H -2.6299 -1.3588 2.0977  0.1013
H -2.2333 -2.3083 -0.3774  0.0943
H 0.1534 -2.2051 -1.0774  0.1012
C -0.5262 1.9358 -1.3806  -0.1196
C -0.2737 3.2744 -2.2994  -0.1249
H -0.5793 1.1520 -2.1233  0.0458
H 0.3551 1.5755 -0.8614  0.0192
H -1.3318 2.0071 -0.6579  0.0542
H 0.3780 2.9476 -3.0273  0.0204
H -1.0518 3.6407 -2.9571  0.0430
H -0.2460 4.1678 -1.6493  0.0644

***

Record 12
The following is a quantum chemistry calculation of 2 unconnected molecules or ions with the total composition C9H14, from the OMol25 dataset.

LUMO level, hartree: 0.0388
Energy relative to the best compared isomer or geometry (same formula, charge and spin), eV: 1.852
Maximum force, eV Å⁻¹: 5.4
Spin multiplicity: 1
Net charge: 0
SMILES: Cc1ccccc1.CC

Each line ends with the Löwdin charge.
Atoms and positions in Å:
C -1.6651 -0.9634 1.9427  -0.0736
C -0.4619 -0.4243 1.3129  -0.3365
C -0.5392 0.8251 0.7192  -0.0591
C 0.5976 1.3897 0.1756  -0.1352
C 1.7812 0.6578 0.0779  -0.1014
C 1.8632 -0.5598 0.7594  -0.0787
C 0.6882 -1.1711 1.1867  -0.0530
H -1.4184 -1.7036 2.7857  0.1031
H -2.2283 -1.6414 1.2013  0.1147
H -2.2281 -0.2013 2.4097  0.0548
H -1.5078 1.3911 0.9729  0.1447
H 0.7041 2.3754 -0.1508  0.0925
H 2.7667 1.0941 -0.1717  0.1148
H 2.7989 -1.0832 0.8380  0.0963
H 0.7998 -2.1606 1.6486  0.1157
C -0.0340 0.4293 -2.5782  -0.1680
C -1.4365 -0.1236 -2.5386  -0.1302
H 0.1278 0.9713 -3.4774  0.0591
H 0.2691 1.1553 -1.8237  0.0283
H 0.7872 -0.1663 -2.6756  0.0349
H -1.9030 -0.4506 -1.7079  -0.0005
H -1.6535 -0.7287 -3.4861  0.0951
H -2.0747 0.7906 -2.7078  0.0819

***

Number 1: orbital gap 10.08 eV, energy -9559.8308 eV. Number 2: orbital gap 9.65 eV, energy -9558.7358 eV. Number 3: orbital gap 10.08 eV, energy -9559.7072 eV. Number 4: orbital gap 9.99 eV, energy -9559.0810 eV. Number 5: orbital gap 10.09 eV, energy -9559.9483 eV. Number 6: orbital gap 10.02 eV, energy -9559.6269 eV. Number 7: orbital gap 10.10 eV, energy -9559.9111 eV. Number 8: orbital gap 9.93 eV, energy -9559.1707 eV. Number 9: orbital gap 9.96 eV, energy -9559.6062 eV. Number 10: orbital gap 10.00 eV, energy -9558.7035 eV. Number 11: orbital gap 9.55 eV, energy -9557.5560 eV. Number 12: orbital gap 9.95 eV, energy -9558.3295 eV.